No. 1
A molecular structure, C45H45ClGeN3O5SeSiSn in a non-equilibrium geometry. Source: OMol25; level of theory: ωB97M-V/def2-TZVPD.

```
! RIJCOSX wB97M-V def2-TZVPD def2/J DEFGRID3
* xyz 1 1
Sn -0.0279 1.1045 -1.0081
Cl -0.7032 -1.0000 -8.6368
C -0.6999 -0.3198 -7.0571
C -1.6710 0.6420 -6.7218
C -1.7043 1.1677 -5.4668
C -0.7698 0.7786 -4.4513
O -0.8821 1.2535 -3.2873
C 0.2626 -0.1514 -4.8432
C 1.3314 -0.5019 -3.9591
O 1.5562 -0.0679 -2.8314
C 0.2498 -0.6992 -6.1358
H -2.3864 0.9517 -7.4679
H -2.4469 1.9003 -5.1886
H 2.0506 -1.2274 -4.3859
H 1.0034 -1.4237 -6.4090
O -1.4432 5.4357 -0.7518
C -1.2946 4.2329 -0.7044
O -0.2541 3.5515 -0.8153
C -2.6003 3.4038 -0.4280
C -3.7596 4.1032 -0.0455
C -4.8674 3.3762 0.2948
C -4.8278 1.9678 0.2341
C -5.8941 1.1309 0.6222
C -5.7865 -0.2275 0.5126
C -4.6261 -0.8134 -0.0181
C -3.5690 -0.0332 -0.3942
C -3.6294 1.3619 -0.2368
N -2.5470 2.1114 -0.5279
H -3.7338 5.1813 -0.0365
H -5.7752 3.8655 0.6185
H -6.7952 1.5825 1.0085
H -6.5981 -0.8655 0.8274
H -4.5697 -1.8845 -0.1310
H -2.6586 -0.4572 -0.7940
C 5.2960 -0.5600 0.1186
Ge 5.9391 0.8304 -1.1379
C 5.5800 0.3133 -3.0181
C 7.8275 1.3724 -0.8180
C 4.8185 2.4921 -0.7192
Se 2.9456 2.2534 -1.1706
C 2.9340 3.1033 -2.9066
H 5.8208 -1.4968 -0.0475
H 4.2324 -0.7297 -0.0297
H 5.4587 -0.2598 1.1500
H 6.1474 -0.5773 -3.2741
H 5.8626 1.0987 -3.7135
H 4.5231 0.0912 -3.1409
H 8.4937 0.5402 -1.0264
H 7.9713 1.6720 0.2163
H 8.1092 2.2016 -1.4607
H 5.1975 3.3776 -1.2253
H 4.8623 2.6541 0.3573
H 3.7231 2.6943 -3.5335
H 3.0619 4.1768 -2.7783
H 1.9573 2.9004 -3.3396
N 1.8830 2.0011 5.6308
C 1.7651 1.9403 4.2847
C 1.5052 3.0831 3.5135
C 1.3497 2.9568 2.1523
N 1.4428 1.7982 1.5010
C 1.7118 0.7140 2.2262
C 1.8752 0.7253 3.5920
H 1.8951 2.8918 6.0965
H 2.1543 1.1867 6.1535
H 1.4292 4.0473 3.9884
H 1.1459 3.8220 1.5385
H 1.7832 -0.2114 1.6709
H 2.0822 -0.1890 4.1263
O -0.2295 -1.1126 0.1155
Si -0.9889 -2.0875 1.0569
C -1.9966 -3.3719 0.0936
C -2.5312 -4.5315 0.6413
C -3.3123 -5.3769 -0.1281
C -3.5832 -5.0645 -1.4495
C -3.0398 -3.9215 -2.0116
C -2.2372 -3.0966 -1.2477
C 0.2084 -2.9255 2.3107
C 0.2389 -2.5215 3.6320
C 1.1766 -3.0619 4.4980
C 2.0934 -3.9872 4.0317
C 2.0759 -4.3729 2.7024
C 1.1274 -3.8448 1.8405
C -2.1413 -1.1191 2.2524
C -3.1776 -1.6922 2.9682
C -3.9936 -0.8968 3.7573
C -3.7720 0.4670 3.8377
C -2.7238 1.0370 3.1358
C -1.9115 0.2408 2.3507
H -2.3279 -4.7850 1.6723
H -3.7079 -6.2841 0.3020
H -4.2052 -5.7150 -2.0448
H -3.2335 -3.6733 -3.0442
H -1.7780 -2.2245 -1.6923
H -0.4684 -1.7894 3.9913
H 1.1859 -2.7540 5.5340
H 2.8241 -4.4045 4.7065
H 2.7961 -5.0889 2.3359
H 1.1056 -4.1493 0.8061
H -3.3589 -2.7545 2.9155
H -4.8004 -1.3466 4.3149
H -4.4110 1.0850 4.4523
H -2.5327 2.0999 3.1995
H -1.0878 0.6799 1.8016
*
```

Computed properties:
HOMO level (alpha / beta): -0.365 / -0.365 Eh
Frontier orbital gap (alpha / beta): 0.14240 / 0.13642 Ha

No. 2
A molecular structure, C45H46As2IN3O2PW. Source: OMol25; level of theory: ωB97M-V/def2-TZVPD.

```
! RIJCOSX wB97M-V def2-TZVPD def2/J DEFGRID3
* xyz 3 3
W -0.3096 -0.1956 -0.0092
C 1.0546 1.5698 2.9149
C 2.0518 1.9040 1.8212
As 2.2319 0.4376 0.5259
C 3.4295 -0.8817 1.2651
C 3.1218 -2.2320 1.1291
C 3.9958 -3.1924 1.6136
C 5.1721 -2.8048 2.2398
C 5.4782 -1.4579 2.3833
C 4.6107 -0.4932 1.8944
C 3.2015 1.3049 -0.9264
C 4.3835 0.7578 -1.4268
C 5.0666 1.3925 -2.4552
C 4.5877 2.5887 -2.9746
C 3.4276 3.1521 -2.4599
C 2.7319 2.5106 -1.4455
As -0.7412 1.2461 2.1948
C -1.4788 2.9937 1.8008
C -0.8268 4.1601 2.1896
C -1.4148 5.3966 1.9603
C -2.6617 5.4717 1.3602
C -3.3143 4.3109 0.9677
C -2.7196 3.0763 1.1708
C -1.7477 0.5949 3.7240
C -1.1367 -0.2409 4.6563
C -1.8531 -0.6885 5.7548
C -3.1802 -0.3191 5.9227
C -3.7901 0.5168 4.9973
C -3.0745 0.9813 3.9033
H 0.9900 2.3670 3.6585
H 1.3299 0.6560 3.4428
H 3.0370 2.1240 2.2383
H 1.7427 2.7750 1.2378
H 2.1873 -2.5348 0.6656
H 3.7584 -4.2426 1.5112
H 5.8517 -3.5546 2.6212
H 6.3940 -1.1590 2.8740
H 4.8669 0.5557 1.9993
H 4.7863 -0.1552 -1.0012
H 5.9866 0.9668 -2.8321
H 5.1334 3.0947 -3.7595
H 3.0793 4.1077 -2.8311
H 1.8343 2.9690 -1.0438
H 0.1315 4.1216 2.6936
H -0.9079 6.2989 2.2739
H -3.1314 6.4341 1.2100
H -4.2955 4.3688 0.5162
H -3.2428 2.1728 0.8683
H -0.1117 -0.5638 4.5314
H -1.3707 -1.3256 6.4837
H -3.7341 -0.6708 6.7823
H -4.8173 0.8249 5.1364
H -3.5547 1.6608 3.2110
N -3.6035 -2.1819 1.4205
C -2.9094 -2.5933 2.6582
C -1.4966 -3.1871 2.4200
C -0.6328 -2.2061 1.6966
O 0.2011 -1.4163 2.1902
O -0.8384 -2.1176 0.4209
H -4.4952 -1.7821 1.7002
H -3.8438 -3.0167 0.8906
H -3.4763 -3.3475 3.2090
H -2.8387 -1.7217 3.3059
H -1.5649 -4.0959 1.8202
H -1.0538 -3.4492 3.3794
C 2.3102 -1.8988 -2.5019
P 0.5605 -1.4792 -2.2381
C 0.1212 -0.1728 -3.4271
C 0.9388 0.8908 -3.8369
C 0.4129 2.0230 -4.4938
C -0.9324 2.1978 -4.5660
C -1.8371 1.1654 -4.0484
C -1.2183 -0.1031 -3.7157
C -0.3294 -2.9117 -2.9237
C -0.8989 -3.8899 -2.1108
C -1.4517 -5.0285 -2.6810
C -1.4415 -5.2001 -4.0557
C -0.8661 -4.2323 -4.8716
C -0.3067 -3.0986 -4.3110
H 2.4725 -2.1723 -3.5454
H 2.5405 -2.7661 -1.8820
H 2.9711 -1.0800 -2.2207
H 2.0095 0.8514 -3.6596
H 1.0928 2.7767 -4.8666
H -1.3621 3.1108 -4.9597
H -2.7815 1.0932 -4.5868
H -1.8590 -0.9556 -3.5235
H -0.9110 -3.7666 -1.0392
H -1.8867 -5.7880 -2.0455
H -1.8716 -6.0899 -4.4947
H -0.8432 -4.3683 -5.9441
H 0.1613 -2.3683 -4.9623
I -3.7758 3.1639 -2.6832
C -2.2727 1.6226 -2.4740
C -2.9171 0.4730 -1.7314
N -2.3427 -0.2145 -0.8182
N -0.4152 1.4707 -0.9526
C -1.0691 2.1739 -1.7650
H -3.9446 0.2487 -2.0101
H -2.9391 -0.9251 -0.3637
H -0.8045 3.2116 -1.9821
*
```

Computed properties:
HOMO level (alpha / beta): -0.584 / -0.583 Eh
ΔE to the lowest compared entry with this formula, charge and spin: 0.159 eV
Frontier orbital gap (alpha / beta): 0.19919 / 0.19704 Ha

Question: Number 1 is which compound?
Answer: C45H45ClGeN3O5SeSiSn